57
Properties=species:S:1:pos:R:3:lowdin_charge:R:1 method="wB97M-V/def2-TZVPD" de_lowest_ev=2.0653 multiplicity=1 gap_ha=0.33867
C -1.760 3.116 -2.092 -0.10
C -1.934 2.034 -1.042 -0.16
C -3.147 2.007 -0.458 -0.16
C -3.486 1.127 0.719 -0.11
H -2.639 3.752 -2.077 0.06
H -0.861 3.715 -1.945 0.06
H -1.655 2.676 -3.089 0.06
H -1.387 1.111 -0.916 0.07
H -3.898 2.721 -0.774 0.09
H -4.222 1.640 1.327 0.06
H -3.942 0.158 0.498 0.07
H -2.667 1.012 1.427 0.05
H -0.740 -2.112 1.319 0.03
H -1.217 -1.312 0.139 0.04
O -0.875 -1.166 1.031 -0.07
H 3.789 -1.668 2.834 0.07
H 3.103 -0.229 2.535 0.06
O 2.988 -1.144 2.798 -0.03
H -0.078 2.102 2.117 -0.02
H -0.350 1.369 3.449 0.03
O -0.546 2.161 2.949 -0.04
H 2.259 -0.669 -2.159 0.05
H 0.864 -0.368 -2.004 0.03
O 1.628 -0.502 -1.426 -0.07
H 0.883 3.932 0.473 0.06
H 0.910 2.416 0.375 0.00
O 1.358 3.218 0.031 -0.07
H 1.222 -2.201 4.252 0.04
H -0.249 -1.765 3.990 0.01
O 0.347 -2.527 4.022 -0.05
H 0.837 -3.348 1.287 0.00
H -0.019 -3.456 2.546 0.01
O -0.050 -3.658 1.584 -0.10
H 1.717 -1.709 -0.098 0.00
H 2.432 -1.970 1.349 0.01
O 1.986 -2.357 0.573 -0.07
H -2.736 -0.480 4.229 0.04
H -2.301 -1.941 4.360 0.06
O -2.040 -1.081 4.016 -0.03
H 1.706 3.123 -1.701 0.00
H 3.101 2.985 -2.248 0.05
O 2.187 2.855 -2.516 -0.08
H 3.251 -2.606 -3.511 0.06
H 3.603 -2.291 -2.136 0.06
O 3.420 -1.826 -2.967 -0.05
H 0.863 1.543 -3.272 0.01
H -0.015 1.505 -4.517 0.05
O 0.213 0.990 -3.739 -0.06
H 1.323 0.310 0.142 0.01
H 0.113 0.125 1.000 0.01
O 0.904 0.728 0.919 -0.11
H -1.096 -0.907 -3.130 0.05
H -2.124 -0.654 -1.980 0.05
O -1.309 -1.114 -2.212 -0.06
H 0.371 -3.108 -1.375 0.01
H -0.468 -3.028 -2.582 0.01
O 0.429 -3.236 -2.324 -0.05

=====

53
Properties=species:S:1:pos:R:3:mulliken_spin:R:1 method="wB97M-V/def2-TZVPD" s2=3.7691 multiplicity=4 gap_ha="0.24801 / 0.28045"
C -2.693 0.420 -3.625 0.01
C -2.317 -0.775 -3.015 0.00
C -1.508 -0.830 -1.853 -0.09
C -1.122 0.409 -1.293 0.26
C -1.393 1.612 -1.981 -0.08
C -2.205 1.634 -3.120 -0.01
C -1.279 -2.202 -1.242 0.04
C -0.007 -3.106 -1.508 -0.01
N 1.284 -2.537 -1.785 0.00
Co -0.417 0.887 0.621 2.60
C -0.790 2.918 -1.495 0.02
P 0.609 2.464 -0.362 0.04
H -2.696 -1.722 -3.414 0.00
H -2.478 2.595 -3.568 0.00
H -3.391 0.441 -4.462 0.00
H -1.507 3.527 -0.921 0.01
H -0.375 3.564 -2.292 0.00
H -1.426 -2.142 -0.151 -0.02
H -2.119 -2.838 -1.587 0.00
H 0.169 -3.720 -0.616 0.00
C 1.206 3.962 0.456 0.01
C 1.870 1.985 -1.570 0.01
H -0.234 -3.799 -2.341 0.00
C 1.500 -1.777 -2.978 0.00
C 2.230 -2.386 -0.702 0.01
H 0.633 1.337 1.747 -0.01
H 1.928 -2.396 -3.783 0.00
H 0.553 -1.353 -3.349 0.00
H 2.206 -0.962 -2.767 0.00
H 3.086 -3.074 -0.812 0.00
H 2.630 -1.359 -0.668 0.00
H 1.739 -2.595 0.258 0.00
H 2.267 2.868 -2.090 0.00
H 2.674 1.468 -1.035 0.00
H 1.453 1.296 -2.311 0.00
H 1.225 4.819 -0.239 0.00
H 0.559 4.184 1.318 0.00
H 2.225 3.742 0.811 0.00
H 0.938 0.621 1.505 0.12
Cl -1.992 1.818 3.446 0.01
C -1.028 0.528 4.044 0.03
C -0.550 0.573 5.355 0.00
C 0.339 -0.411 5.805 0.01
C 0.711 -1.454 4.958 -0.01
C 0.194 -1.537 3.674 0.01
C -0.661 -0.531 3.178 -0.07
C -1.064 -0.589 1.757 0.11
H -0.843 1.381 6.019 0.00
H 0.768 -0.352 6.806 0.00
H 1.426 -2.211 5.291 0.00
H 0.462 -2.373 3.017 0.00
H -0.633 -1.479 1.283 0.00
H -2.153 -0.544 1.586 0.00

=====

8
Properties=species:S:1:pos:R:3:lowdin_charge:R:1 method="wB97M-V/def2-TZVPD" de_lowest_ev=3.2850 smiles="N[S@](=O)([O-])=C=S" charge=-1 multiplicity=1 gap_ha=0.25881
N 0.728 1.118 0.096 -0.15
S -0.505 -0.152 -0.566 0.47
O 0.157 -0.794 -1.808 -0.47
O -1.743 0.617 -0.504 -0.41
C -0.578 -1.591 0.419 -0.74
S -0.573 -1.221 2.150 0.27
H 1.283 0.805 1.000 0.05
H 1.232 1.219 -0.787 -0.01

=====

111
Properties=species:S:1:pos:R:3:lowdin_charge:R:1 method="wB97M-V/def2-TZVPD" de_lowest_ev=0.0000 charge=-5 multiplicity=1 gap_ha=0.02911
C 5.133 2.136 3.491 -0.08
C 3.803 2.725 3.948 -0.22
C 3.143 1.952 5.132 -0.11
N 1.945 2.695 5.633 -0.22
C 2.519 3.867 6.428 0.03
C 1.120 1.861 6.619 -0.10
C 0.225 0.997 5.778 -0.13
C -0.175 1.953 4.593 -0.15
C 0.810 3.074 4.635 -0.09
H 5.805 1.823 4.300 0.07
H 5.592 3.002 2.964 0.08
H 4.982 1.329 2.783 0.06
H 3.087 2.656 3.105 0.09
H 3.891 3.770 4.189 0.09
H 3.814 1.768 5.936 0.10
H 2.833 1.025 4.719 0.12
H 3.213 4.355 5.811 0.06
H 3.194 3.424 7.251 0.14
H 1.674 4.528 6.800 0.09
H 0.463 2.578 7.151 0.10
H 1.830 1.411 7.343 0.16
H -0.701 0.651 6.337 0.14
H 0.721 0.177 5.318 0.08
H -1.143 2.440 4.807 0.12
H -0.256 1.492 3.615 0.09
H 0.371 3.903 5.203 0.11
H 1.226 3.449 3.723 0.10
C 0.534 -3.781 -5.668 0.00
N 1.687 -3.111 -5.044 -0.09
C 2.093 -3.348 -3.728 -0.01
C 2.378 -2.316 -2.897 0.04
C 2.263 -0.930 -3.393 -0.13
C 2.425 -0.728 -4.831 0.05
C 2.122 -1.805 -5.573 0.04
C 1.998 0.048 -2.502 -0.13
C 1.597 1.411 -2.873 0.05
C 0.980 2.316 -2.034 -0.02
N 0.911 2.133 -0.702 -0.08
C 1.259 0.837 -0.239 0.02
C 1.801 -0.154 -1.039 0.06
C -0.043 2.888 0.134 0.02
H 0.882 -4.799 -6.050 0.13
H 0.292 -3.227 -6.571 0.10
H -0.361 -3.973 -5.109 0.10
H 2.018 -4.457 -3.418 0.18
H 2.683 -2.469 -1.923 0.09
H 2.656 0.228 -5.187 0.12
H 2.135 -1.849 -6.635 0.13
H 1.338 1.612 -3.962 0.15
H 0.625 3.327 -2.400 0.18
H 1.123 0.658 0.819 0.13
H 2.126 -1.054 -0.533 0.11
H 0.082 3.931 -0.064 0.10
H 0.100 2.727 1.188 0.08
H -1.097 2.603 -0.191 0.14
P -2.043 11.111 -0.228 0.09
F -1.808 10.779 -1.796 -0.19
F -2.601 12.625 -0.661 -0.22
F -3.583 10.660 -0.392 -0.19
F -2.290 11.335 1.339 -0.16
F -1.581 9.571 0.024 -0.20
F -0.570 11.603 -0.079 -0.13
P 5.007 5.836 -9.757 0.17
F 4.724 4.745 -8.601 -0.19
F 5.227 6.945 -8.581 -0.20
F 6.634 5.554 -9.720 -0.21
F 5.321 7.029 -10.858 -0.21
F 4.869 4.783 -10.949 -0.16
F 3.394 6.174 -9.745 -0.20
P 4.252 -12.636 -14.544 0.14
F 4.896 -11.222 -14.773 -0.16
F 5.580 -13.094 -13.688 -0.20
F 3.605 -12.085 -13.126 -0.20
F 3.518 -14.026 -14.377 -0.15
F 2.945 -12.104 -15.443 -0.22
F 4.998 -13.224 -15.887 -0.21
P -4.570 -15.179 4.061 0.20
F -4.967 -16.724 3.918 -0.17
F -3.380 -15.677 5.093 -0.21
F -3.625 -15.260 2.756 -0.17
F -4.176 -13.630 4.355 -0.20
F -5.785 -14.579 3.128 -0.20
F -5.622 -14.953 5.388 -0.25
P -9.543 -7.475 -9.725 0.08
F -9.068 -8.584 -8.685 -0.15
F -8.403 -6.433 -9.234 -0.18
F -8.497 -8.023 -10.944 -0.24
F -9.924 -6.378 -10.794 -0.17
F -10.719 -8.454 -10.352 -0.21
F -10.572 -6.917 -8.725 -0.12
P 6.688 0.780 7.655 0.27
F 5.967 -0.148 6.388 -0.25
F 5.519 0.267 8.676 -0.18
F 7.672 -0.403 8.187 -0.18
F 7.401 1.810 8.826 -0.23
F 7.839 1.221 6.621 -0.18
F 5.710 1.980 7.181 -0.19
C -1.984 4.187 8.372 -0.04
C -0.494 4.322 8.166 -0.72
O 0.237 3.894 9.154 -0.10
O -0.099 4.803 7.058 -0.13
H -2.478 5.024 8.872 0.07
H -2.116 3.275 8.892 0.05
H -2.503 4.130 7.396 0.07
C -11.565 6.005 6.487 -0.04
C -12.820 5.650 5.706 -0.75
O -13.231 4.469 5.795 0.01
O -13.293 6.551 4.956 -0.01
H -11.722 5.917 7.603 0.08
H -11.395 7.082 6.218 0.08
H -10.696 5.335 6.209 0.09

=====

42
Properties=species:S:1:pos:R:3:mulliken_spin:R:1 method="wB97M-V/def2-TZVPD" s2=1.2454 charge=+2 multiplicity=2 gap_ha="0.28584 / 0.28675"
Mn 0.216 0.008 0.392 1.04
N 2.506 -2.271 3.923 0.00
C 1.836 -1.694 2.921 0.00
S 2.970 -0.938 1.729 0.00
N 0.558 -1.780 2.873 0.00
N -0.175 -1.341 1.797 -0.04
C -1.366 -1.813 1.756 0.00
C -2.177 -1.446 0.600 0.04
C -3.454 -1.912 0.373 0.00
C -4.098 -1.550 -0.806 0.00
C -3.434 -0.747 -1.716 0.00
C -2.151 -0.312 -1.416 0.00
N -1.535 -0.639 -0.278 -0.02
H 3.494 -2.135 4.056 0.00
H 2.004 -2.844 4.585 0.00
H -1.711 -2.488 2.533 0.00
H -3.931 -2.550 1.105 0.00
H -5.103 -1.895 -1.009 0.00
H -3.894 -0.442 -2.647 0.00
H -1.613 0.324 -2.104 0.00
S -1.179 2.043 1.116 0.00
C -0.836 3.470 0.157 0.00
S -0.219 3.846 1.699 0.00
C -1.037 3.976 -1.056 0.00
C -1.695 3.190 -2.063 0.00
N -2.210 2.519 -2.840 0.00
C -0.573 5.297 -1.373 0.00
N -0.188 6.348 -1.633 0.00
N 2.026 0.464 1.333 -0.01
C 2.486 1.560 1.738 0.01
N 2.873 2.575 2.175 0.00
C 3.439 3.772 2.166 0.00
N 3.891 4.830 2.191 0.00
C 2.054 -1.833 -3.222 0.00
C 0.942 -1.813 -2.207 -0.01
O 1.298 -0.931 -1.082 0.00
H 1.760 -2.459 -4.065 0.00
H 2.968 -2.261 -2.802 0.00
H 2.264 -0.832 -3.598 0.00
H 0.738 -2.803 -1.805 0.00
H 0.027 -1.405 -2.624 0.00
H 2.229 -1.087 -0.870 0.00

=====

19
Properties=species:S:1:pos:R:3:lowdin_charge:R:1 method="wB97M-V/def2-TZVPD" de_lowest_ev=3.5063 charge=+1 multiplicity=1 gap_ha=0.40043
C 2.367 0.153 0.086 -0.17
C 0.921 -1.400 -0.428 -0.23
C 0.085 0.302 -0.205 -0.12
C 0.718 -1.890 -1.819 -0.03
C -0.899 1.793 1.583 0.02
N 2.206 -1.035 -0.116 0.11
N -0.660 0.397 1.129 0.05
O 1.277 0.989 0.051 -0.04
H 3.256 0.694 0.577 0.19
H 0.527 -2.071 0.281 0.12
H -0.569 0.549 -1.135 0.19
H 1.292 -1.343 -2.513 0.09
H -0.188 -1.707 -2.240 0.05
H 0.966 -2.923 -1.883 0.09
H 0.033 2.193 1.587 0.06
H -1.575 2.389 0.958 0.13
H -1.297 1.832 2.548 0.09
H -1.502 -0.261 1.131 0.22
H 0.004 0.061 1.825 0.17

=====

Number 1: E -35478.1642 eV. Number 2: E -82133.7205 eV. Number 3: E -28322.7111 eV. Number 4: E -191759.5663 eV. Number 5: E -95029.6775 eV. Number 6: E -10382.0991 eV.